(1)
The following is a quantum chemistry calculation of a structure of composition C26H43HoN3P2 in a non-equilibrium geometry, from OMol25.

```
75
C26H43HoN3P2 wB97M-V/def2-TZVPD
Ho 0.83 -1.33 -0.60
C -1.03 -1.11 0.97
C -1.45 -0.45 -0.21
C -1.12 -2.71 -0.71
C -0.79 -2.50 0.68
C -1.54 -1.44 -1.24
C -1.13 -0.53 2.34
H -0.57 0.41 2.44
H -0.75 -1.22 3.10
H -2.19 -0.31 2.58
C -0.60 -3.54 1.71
H -1.28 -3.33 2.54
H 0.40 -3.57 2.14
H -0.84 -4.53 1.30
C -1.08 -4.02 -1.43
H -1.40 -4.83 -0.75
H -0.10 -4.30 -1.85
H -1.79 -4.00 -2.27
C -1.87 -1.17 -2.65
H -2.57 -1.94 -3.02
H -0.96 -1.20 -3.28
H -2.34 -0.18 -2.76
C -1.72 1.01 -0.32
H -2.75 1.25 -0.63
H -1.05 1.47 -1.06
H -1.56 1.52 0.64
C 1.93 3.32 1.05
C 0.60 3.49 1.20
C -0.30 4.37 0.38
C 0.27 4.85 -0.99
C 0.19 3.77 -2.03
C 1.16 2.88 -2.30
C 2.06 2.25 -1.27
C 2.69 3.25 -0.25
H -0.57 5.29 0.94
H 1.29 5.22 -0.84
H -1.25 3.85 0.19
H 2.82 4.25 -0.69
H 2.59 3.16 1.92
H 0.07 3.06 2.05
H 3.73 2.92 0.00
H 1.50 1.45 -0.71
H 1.20 2.44 -3.31
H 2.90 1.75 -1.79
H -0.31 5.73 -1.35
H -0.76 3.74 -2.59
P 4.23 2.89 -3.68
P 3.95 1.02 -6.02
C 5.39 3.30 -5.11
C 5.49 2.12 -6.09
H 6.39 3.53 -4.69
H 5.05 4.20 -5.64
H 5.66 2.47 -7.12
H 6.33 1.46 -5.81
C 4.57 0.05 -7.47
H 3.78 -0.60 -7.85
H 5.39 -0.59 -7.14
H 4.93 0.68 -8.30
C 2.90 2.23 -7.00
H 3.47 2.73 -7.81
H 2.49 2.99 -6.32
H 2.06 1.67 -7.43
C 5.59 2.72 -2.46
H 5.21 2.34 -1.51
H 6.11 3.66 -2.31
H 6.28 1.98 -2.87
C 3.67 4.65 -3.40
H 3.95 5.28 -4.25
H 4.10 5.05 -2.47
H 2.57 4.65 -3.31
N 1.98 -1.15 1.28
C 2.09 -0.89 2.44
N 2.36 -0.49 3.59
C 1.86 -0.66 4.80
N 1.48 -0.76 5.91
```

Summary:
Net charge: +1
HOMO energy (spin up / spin down): -10.20 / -10.20 eV
HOMO-LUMO gap (spin up / spin down): 5.52 / 5.63 eV
Multiplicity: 5
LUMO (spin up / spin down): -4.68 / -4.57 eV
⟨S²⟩: 6.01


(2)
The following is a quantum chemistry calculation of a structure of composition C26H43MoN3O3P in a non-equilibrium geometry, from OMol25.

```
77
C26H43MoN3O3P wB97M-V/def2-TZVPD
C 0.36 -1.00 -1.83
N 0.60 -1.77 -0.73
C 0.15 -3.06 -0.72
C -0.33 -3.67 -1.87
C -0.28 -2.96 -3.07
C 0.14 -1.63 -3.05
Mo 1.73 -1.19 0.93
C 0.93 0.44 1.59
O 0.41 1.43 1.99
C 0.25 -3.75 0.61
N 0.54 -2.74 1.69
C 1.70 -3.12 2.54
C 3.00 -3.17 1.75
C 0.48 0.48 -1.63
P -0.60 1.73 -2.48
C -1.75 1.60 -3.92
C -1.04 2.05 -5.20
C 0.41 3.27 -2.40
C -0.50 4.48 -2.64
C 1.03 3.44 -1.00
C 1.54 3.23 -3.43
C -2.27 0.17 -4.12
C -2.98 2.50 -3.66
C -0.69 -2.42 2.49
C -1.26 -3.64 3.20
H -0.70 -4.69 -1.80
H -0.58 -3.44 -4.00
H 0.30 -1.07 -3.98
H 1.54 0.79 -1.63
H 1.55 4.40 -0.99
H 0.26 3.45 -0.22
H 1.77 2.67 -0.75
H 2.16 4.12 -3.29
H 2.19 2.35 -3.29
H 1.18 3.23 -4.47
H 0.10 5.38 -2.45
H -0.87 4.55 -3.67
H -1.34 4.49 -1.93
H -1.73 1.86 -6.05
H -0.82 3.13 -5.21
H -0.12 1.49 -5.39
H -1.49 -0.49 -4.53
H -2.67 -0.27 -3.20
H -3.08 0.21 -4.86
H -2.71 3.54 -3.46
H -3.60 2.48 -4.57
H -3.58 2.11 -2.83
H -0.70 -4.25 0.84
H 1.04 -4.51 0.61
H 1.76 -2.43 3.39
H 1.50 -4.12 2.98
H -1.42 -1.97 1.81
H -0.40 -1.63 3.21
H -0.48 -4.25 3.67
H -1.94 -3.30 3.99
H -1.84 -4.26 2.51
H 3.79 -3.34 2.49
H 3.02 -4.03 1.08
H 3.34 -2.25 1.20
C -2.54 1.05 -0.61
H -2.63 0.10 -1.17
H -3.50 1.59 -0.61
H -2.23 0.83 0.42
O -1.55 1.95 -1.17
H -0.07 0.86 -0.65
O 3.39 1.22 1.44
N 3.97 1.37 2.62
C 3.22 1.58 3.74
C 3.84 1.70 4.98
C 5.23 1.62 5.08
C 5.97 1.41 3.91
C 5.33 1.30 2.69
H 2.14 1.64 3.63
H 3.21 1.85 5.85
H 5.72 1.72 6.04
H 7.06 1.34 3.93
H 5.86 1.14 1.75
```

Summary:
Net charge: +3
HOMO energy (spin up / spin down): -16.57 / -16.59 eV
HOMO-LUMO gap (spin up / spin down): 7.14 / 6.36 eV
Multiplicity: 3
LUMO (spin up / spin down): -9.44 / -10.24 eV
⟨S²⟩: 2.02


(3)
The following is a quantum chemistry calculation of a structure of composition C26H43N3O3PRu in a non-equilibrium geometry, from OMol25.

```
77
C26H43N3O3PRu wB97M-V/def2-TZVPD
C -0.89 2.11 0.20
N -0.90 1.07 1.15
C -0.91 1.43 2.44
C -0.99 2.76 2.88
C -1.22 3.76 1.96
C -1.25 3.41 0.63
Ru -1.26 -1.22 1.07
C 0.63 -1.69 0.33
O 0.63 -2.65 -0.45
C -0.84 0.40 3.54
N -0.80 -1.03 3.08
C -2.00 -1.77 3.62
C -3.20 -1.22 2.88
C -0.51 2.11 -1.20
P 1.15 1.61 -1.76
C 2.16 3.15 -2.09
C 1.71 3.87 -3.37
C 0.85 0.63 -3.30
C 2.19 0.30 -3.96
C 0.16 -0.68 -2.89
C -0.09 1.34 -4.27
C 1.96 4.12 -0.91
C 3.65 2.79 -2.23
C 0.50 -1.70 3.46
C 0.67 -1.83 4.96
H -0.93 2.93 3.96
H -1.35 4.79 2.27
H -1.45 4.14 -0.15
H -1.27 2.37 -1.94
H -0.08 -1.24 -3.81
H 0.79 -1.31 -2.26
H -0.79 -0.49 -2.36
H -0.22 0.70 -5.15
H -1.08 1.50 -3.82
H 0.28 2.31 -4.63
H 2.01 -0.41 -4.78
H 2.69 1.17 -4.40
H 2.87 -0.19 -3.25
H 2.26 4.82 -3.43
H 1.96 3.30 -4.28
H 0.64 4.11 -3.36
H 0.94 4.53 -0.90
H 2.17 3.66 0.06
H 2.66 4.97 -1.05
H 3.85 2.18 -3.12
H 4.21 3.73 -2.34
H 4.04 2.27 -1.35
H 0.06 0.58 4.16
H -1.70 0.51 4.21
H -1.83 -2.84 3.42
H -2.04 -1.60 4.70
H 1.28 -1.07 3.00
H 0.50 -2.66 2.94
H -0.15 -2.40 5.41
H 1.60 -2.38 5.14
H 0.75 -0.86 5.45
H -4.00 -1.97 2.92
H -3.56 -0.31 3.38
H -3.02 -0.98 1.80
C 2.64 1.06 0.47
H 1.77 1.21 1.13
H 3.25 1.97 0.43
H 3.24 0.23 0.84
O 2.23 0.64 -0.86
H 1.74 -1.23 0.46
O -2.38 -2.22 -0.13
N -2.32 -3.60 -0.24
C -1.55 -4.36 0.57
C -1.56 -5.74 0.40
C -2.37 -6.32 -0.57
C -3.19 -5.50 -1.34
C -3.15 -4.13 -1.17
H -0.92 -3.87 1.32
H -0.91 -6.33 1.04
H -2.37 -7.40 -0.71
H -3.88 -5.90 -2.08
H -3.75 -3.42 -1.74
```

Summary:
Net charge: +3
HOMO energy (spin up / spin down): -17.31 / -17.80 eV
HOMO-LUMO gap (spin up / spin down): 8.23 / 7.36 eV
Multiplicity: 5
Relative energy (zero: lowest compared OMol25 entry of this formula, charge and spin): 0.0000 eV
LUMO (spin up / spin down): -9.09 / -10.44 eV
⟨S²⟩: 6.06


(4)
The following is a quantum chemistry calculation of a structure of composition C26H43N3P2W in a non-equilibrium geometry, from OMol25.

```
75
C26H43N3P2W wB97M-V/def2-TZVPD
W -0.43 0.33 0.62
C -0.17 -0.08 2.95
C 0.07 1.28 2.54
C -2.18 0.77 2.18
C -1.54 -0.39 2.73
C -1.19 1.82 2.08
C 0.78 -1.02 3.62
H 1.82 -0.67 3.57
H 0.73 -2.03 3.21
H 0.51 -1.10 4.68
C -2.20 -1.64 3.20
H -1.64 -2.53 2.86
H -3.24 -1.72 2.86
H -2.21 -1.69 4.30
C -3.65 0.96 2.07
H -4.03 1.49 2.96
H -4.18 0.00 2.03
H -3.92 1.55 1.19
C -1.50 3.25 1.82
H -1.86 3.70 2.76
H -2.30 3.38 1.08
H -0.62 3.81 1.50
C 1.35 2.03 2.69
H 1.29 2.66 3.60
H 1.56 2.70 1.84
H 2.21 1.35 2.83
C 2.76 -1.74 -2.03
C 3.39 -1.63 -0.83
C 4.29 -0.50 -0.43
C 3.83 0.89 -0.94
C 2.36 1.16 -1.04
C 1.71 1.00 -2.21
C 2.34 0.37 -3.45
C 3.13 -0.92 -3.22
H 5.31 -0.68 -0.79
H 4.27 1.05 -1.93
H 4.35 -0.50 0.67
H 4.19 -0.67 -3.13
H 2.12 -2.62 -2.24
H 3.43 -2.51 -0.17
H 3.01 -1.56 -4.11
H 1.55 0.18 -4.21
H 0.79 1.53 -2.44
H 3.02 1.10 -3.93
H 4.25 1.63 -0.24
H 1.93 1.69 -0.19
P -0.07 -1.91 -0.60
P -1.48 1.37 -1.48
C -0.25 -1.26 -2.29
C -1.22 -0.10 -2.70
H -0.39 -2.10 -2.99
H 0.77 -0.93 -2.48
H -0.86 0.37 -3.63
H -2.22 -0.51 -2.89
C -3.27 1.61 -1.47
H -3.53 2.21 -0.59
H -3.81 0.65 -1.42
H -3.58 2.15 -2.38
C -0.82 3.07 -1.74
H -0.85 3.37 -2.80
H 0.22 3.17 -1.37
H -1.42 3.78 -1.14
C 0.15 -3.65 -0.31
H 0.36 -3.82 0.76
H 1.02 -4.02 -0.88
H -0.74 -4.22 -0.62
C 1.11 -1.11 0.54
H 1.18 -0.02 1.11
H 1.97 -0.89 -0.12
H 1.44 -1.80 1.32
N -1.70 -1.27 0.10
C -2.83 -1.72 0.02
N -3.76 -2.21 -0.69
C -4.94 -2.64 -0.24
N -6.00 -3.03 0.08
```

Summary:
Net charge: +2
HOMO energy (spin up / spin down): -12.66 / -13.30 eV
HOMO-LUMO gap (spin up / spin down): 5.61 / 5.89 eV
Multiplicity: 3
Relative energy (zero: lowest compared OMol25 entry of this formula, charge and spin): 4.7146 eV
LUMO (spin up / spin down): -7.05 / -7.41 eV
⟨S²⟩: 2.03


(5)
The following is a quantum chemistry calculation of a structure of composition C26H44AsN2O4PV in a non-equilibrium geometry, from OMol25.

```
79
C26H44AsN2O4PV wB97M-V/def2-TZVPD
V 0.05 0.79 0.87
C 4.60 -1.61 2.24
C 3.77 -1.59 0.95
C 2.59 -2.53 1.01
C 2.77 -3.88 0.71
C 1.71 -4.76 0.69
C 0.43 -4.29 0.98
C 0.20 -2.95 1.28
C -1.20 -2.50 1.62
C -1.40 -2.21 3.11
C 1.29 -2.07 1.30
N 1.10 -0.69 1.52
C 1.58 -0.06 2.63
C 1.82 1.33 2.54
C 2.31 2.28 3.45
C 2.42 3.48 2.74
C 1.96 3.25 1.45
N 1.58 1.95 1.30
H 5.47 -0.95 2.15
H 4.96 -2.62 2.45
H 4.02 -1.28 3.09
H 4.40 -1.89 0.12
H 3.43 -0.57 0.75
H 3.77 -4.23 0.47
H 1.86 -5.80 0.45
H -0.41 -4.97 0.96
H -1.89 -3.28 1.30
H -1.46 -1.60 1.05
H -1.17 -3.09 3.70
H -2.42 -1.90 3.31
H -0.74 -1.40 3.43
H 1.74 -0.59 3.56
H 2.59 2.09 4.47
H 2.79 4.42 3.12
H 1.85 3.95 0.63
C 1.16 -1.52 -2.07
As -0.12 -0.18 -1.51
C 0.12 1.20 -2.86
C -1.79 -0.97 -2.10
H 1.06 -1.70 -3.14
H 0.99 -2.44 -1.52
H 2.17 -1.17 -1.85
H -0.01 0.79 -3.86
H 1.12 1.61 -2.76
H -0.60 1.99 -2.67
H -1.71 -1.29 -3.14
H -2.58 -0.23 -2.00
H -2.02 -1.83 -1.47
C -4.84 0.18 1.56
C -4.87 0.96 0.26
C -5.29 0.06 -0.89
C -5.78 2.17 0.35
O -3.53 1.42 -0.12
P -2.37 1.89 0.85
O -1.22 2.39 0.02
O -1.81 0.73 1.69
O -3.09 2.96 1.74
C -2.57 3.55 2.99
C -2.89 2.60 4.12
C -3.35 4.85 3.12
C -1.08 3.82 2.88
H -5.84 -0.22 1.76
H -4.55 0.81 2.40
H -4.14 -0.66 1.50
H -6.32 -0.27 -0.75
H -4.65 -0.82 -0.94
H -5.23 0.59 -1.84
H -6.80 1.85 0.54
H -5.76 2.73 -0.59
H -5.46 2.83 1.15
H -3.97 2.43 4.19
H -2.55 3.02 5.07
H -2.39 1.64 3.97
H -4.42 4.65 3.14
H -3.13 5.51 2.28
H -3.08 5.35 4.05
H -0.50 2.90 2.88
H -0.76 4.40 3.75
H -0.85 4.38 1.98
```

Summary:
Net charge: 0
HOMO energy (spin up / spin down): -6.66 / -5.65 eV
HOMO-LUMO gap (spin up / spin down): 7.32 / 6.11 eV
Multiplicity: 2
Relative energy (zero: lowest compared OMol25 entry of this formula, charge and spin): 0.0000 eV
LUMO (spin up / spin down): 0.66 / 0.46 eV
⟨S²⟩: 0.94


(6)
The following is a quantum chemistry calculation of a structure of composition C26H44BCl3N3P2Pd in a non-equilibrium geometry, from OMol25.

```
80
C26H44BCl3N3P2Pd wB97M-V/def2-TZVPD
Pd -1.05 0.09 0.75
C -3.48 -1.13 -0.46
C -2.63 -1.87 -1.50
C -2.26 -3.21 -0.87
C -3.42 -2.04 -2.79
P -1.04 -0.84 -1.65
C -1.54 0.88 -2.29
N -0.60 1.79 -1.69
B -0.30 1.72 -0.30
N 1.04 2.12 -0.12
C 1.87 1.84 1.02
P 1.15 0.36 1.93
C 0.45 1.07 3.55
C -0.26 2.39 3.22
C -0.59 0.06 4.02
C 1.49 1.32 4.64
C 2.67 -0.76 2.19
C 2.27 -1.89 3.14
C 3.93 -0.05 2.69
C 2.93 -1.35 0.80
C 1.52 2.54 -1.35
C 2.76 3.04 -1.72
C 2.97 3.35 -3.06
C 1.96 3.19 -4.00
C 0.71 2.70 -3.64
C 0.50 2.35 -2.32
C 0.07 -1.47 -3.07
C 0.19 -2.99 -3.03
C -0.40 -1.03 -4.46
C 1.45 -0.88 -2.78
H -4.35 -1.73 -0.19
H -3.83 -0.16 -0.81
H -2.87 -0.99 0.46
H -3.14 -3.68 -0.45
H -1.54 -3.05 -0.06
H -1.83 -3.90 -1.59
H -4.33 -2.59 -2.59
H -2.86 -2.61 -3.53
H -3.69 -1.08 -3.22
H -2.55 1.10 -1.91
H -1.53 0.94 -3.37
H 1.94 2.69 1.71
H 2.88 1.60 0.67
H -0.78 2.33 2.26
H 0.44 3.22 3.18
H -0.99 2.61 3.99
H -1.28 -0.20 3.20
H -1.18 0.48 4.84
H -0.13 -0.86 4.38
H 2.28 1.98 4.29
H 1.92 0.40 5.00
H 1.00 1.81 5.48
H 2.23 -1.56 4.17
H 2.99 -2.70 3.08
H 1.29 -2.28 2.85
H 3.79 0.40 3.66
H 4.27 0.71 1.99
H 4.73 -0.79 2.78
H 2.03 -1.85 0.44
H 3.74 -2.07 0.84
H 3.21 -0.57 0.09
H 3.54 3.21 -1.00
H 3.92 3.73 -3.37
H 2.14 3.46 -5.03
H -0.08 2.61 -4.37
H -0.71 -3.48 -3.41
H 0.39 -3.34 -2.02
H 1.02 -3.30 -3.66
H -1.47 -1.13 -4.58
H 0.08 -1.65 -5.20
H -0.11 0.00 -4.66
H 1.80 -1.22 -1.80
H 1.43 0.20 -2.78
H 2.16 -1.21 -3.53
Cl -4.51 -0.42 4.49
C -5.02 0.42 3.00
Cl -6.11 1.79 3.41
Cl -5.92 -0.73 1.95
C -3.86 0.91 2.31
N -2.92 1.29 1.75
```

Summary:
Net charge: +1
HOMO energy: -10.35 eV
HOMO-LUMO gap: 6.88 eV
Multiplicity: 1
LUMO: -3.47 eV